w | 20
Properties=species:S:1:pos:R:3 method="wB97M-V/def2-TZVPD" homo_energy_ev=-9.34 smiles=CC(N)(N)C(C)(O)O
C 0.44581 0.43546 0.25994
C 0.48262 0.60959 1.77977
N 0.03292 1.69919 -0.33515
N 1.77843 0.05787 -0.18091
H -1.85320 0.88306 0.13234
H 1.79206 -0.12301 -1.17923
H 2.06473 -0.79011 0.29392
H 0.58113 2.45133 0.06650
H 0.21974 1.69692 -1.33268
H -0.46523 1.00609 2.13152
H 0.66301 -0.35066 2.25247
H 1.28546 1.29420 2.03939
C -0.66134 -0.98571 -1.60688
C -0.66388 -0.60842 -0.11231
O -0.44794 -1.76251 0.65587
O -1.91857 -0.07794 0.23027
H -1.30881 -2.17429 0.78814
H -0.72923 -0.09887 -2.23044
H 0.23289 -1.55192 -1.85340
H -1.53062 -1.61027 -1.79914


x | 20
Properties=species:S:1:pos:R:3 method="wB97M-V/def2-TZVPD" homo_energy_ev=-8.93 smiles=CO[C@@H](N)CN(C)O
C 0.63507 0.25935 0.48583
C -0.22080 0.67803 -0.75371
C 0.20486 1.71611 2.35919
C 0.42104 -1.32071 -2.03852
N -0.63537 -0.35915 -1.72800
N 0.01700 -0.78608 1.30039
O 1.01408 1.41831 1.23201
O -1.70011 -1.13229 -1.11033
H -2.41517 -1.01368 -1.76343
H 1.58261 -0.13337 0.09948
H 0.59620 -1.61966 1.22778
H -0.85527 -1.04586 0.83065
H -1.11920 1.20776 -0.40779
H 0.34433 1.44042 -1.30596
H 0.45236 2.72634 2.69806
H 0.43722 1.02746 3.17784
H -0.86132 1.68446 2.11668
H 1.34444 -0.81100 -2.33275
H 0.64371 -1.99264 -1.20208
H 0.11433 -1.94380 -2.88534


Most stable structure: w


w | 20
Properties=species:S:1:pos:R:3 method="wB97M-V/def2-TZVPD" homo_energy_ev=-9.17 smiles="CNCC(=O)NC.O"
C 0.32609 1.55609 -1.53711
N -0.95760 0.81079 -1.61209
C -1.45142 0.21677 -0.36366
C -0.42334 -0.16522 0.70333
N -0.22438 -1.44279 1.07356
C -0.49784 -2.59222 0.18783
O 0.17773 0.76970 1.22234
H 1.12604 1.02107 -1.02609
H 0.08498 2.48625 -1.03038
H 0.67271 1.67212 -2.55786
H -0.73713 0.03839 -2.22697
H -2.03911 0.95770 0.14909
H -2.11402 -0.58994 -0.66256
H 0.43200 -1.65606 1.80451
H -0.04130 -3.39356 0.72667
H -1.54634 -2.64164 -0.09571
H -0.07467 -2.43582 -0.81183
H 2.29041 1.71637 1.23164
H 2.36335 1.56683 2.78666
O 2.63382 2.10517 2.03863


x | 20
Properties=species:S:1:pos:R:3 method="wB97M-V/def2-TZVPD" homo_energy_ev=-8.93 smiles="CN(C)CC(N)=O.O"
C 0.35305 1.92913 -0.98550
N -0.06264 0.53864 -1.08155
C -0.24626 0.10060 -2.45056
C 0.65448 -0.44060 -0.27154
C -0.24592 -1.36270 0.51679
N -1.49538 -0.90290 0.65885
O 0.18981 -2.35927 1.06448
H 0.56446 2.24536 0.02709
H 1.25799 2.11039 -1.59154
H -0.42813 2.54602 -1.41465
H -1.21555 0.47055 -2.81722
H -0.42808 -0.97410 -2.42120
H 0.51680 0.40283 -3.17582
H 1.25730 0.02431 0.49486
H 1.36846 -0.96609 -0.91169
H -2.17930 -1.38521 1.21064
H -1.70396 -0.07634 0.11677
H 0.91580 0.88022 2.99068
H 0.08198 1.35435 1.87564
O 0.76835 1.68395 2.47767


Most stable structure: x